ORCA calculation (ωB97M-V with the def2-TZVPD basis set) on 10 unconnected molecules or ions with the total composition C19H61N3O10.

Each line ends with the Löwdin spin population.
CARTESIAN COORDINATES (ANGSTROEM)
C  3.9181  2.3526  -1.0885  0.000
O  3.5797  1.5758  0.0364  0.000
H  4.8890  2.0427  -1.4750  0.000
H  3.2137  2.1649  -1.8989  0.000
H  4.0808  3.4230  -0.9626  0.000
H  3.8091  2.0127  0.8599  0.000
C  1.2052  4.2495  -0.1367  0.000
O  1.2104  5.5873  -0.4918  0.000
H  1.0690  3.6320  -1.0246  0.000
H  2.1436  3.9871  0.3519  0.000
H  0.3913  4.0654  0.5645  0.000
H  1.1483  6.1737  0.2657  0.000
C  0.7851  -0.1056  -0.4855  0.000
O  0.1317  -0.8422  0.5304  0.000
H  0.8530  0.9773  -0.3809  0.000
H  1.7611  -0.5665  -0.6376  0.000
H  0.2273  -0.2980  -1.4020  0.000
H  -0.7325  -0.4360  0.6297  0.000
C  -1.8755  1.2287  -2.5758  0.000
O  -2.3722  2.1577  -1.6001  0.000
H  -2.6409  0.9829  -3.3119  0.000
H  -1.1029  1.7770  -3.1149  0.000
H  -1.5213  0.3421  -2.0497  0.000
H  -2.0212  3.0345  -1.7726  0.000
C  0.6377  0.6412  -5.1399  0.000
O  0.6607  -0.6933  -5.5788  0.000
H  -0.3235  1.0531  -5.4473  0.000
H  0.6935  0.7266  -4.0547  0.000
H  1.4374  1.2356  -5.5819  0.000
H  1.5746  -0.9839  -5.6238  0.000
C  4.5553  -1.6788  0.7883  0.000
O  5.1310  -2.6106  1.6456  0.000
H  3.7852  -1.0994  1.2977  0.000
H  5.2937  -0.9988  0.3637  0.000
H  3.9785  -2.2399  0.0531  0.000
H  4.4496  -3.2859  1.6818  0.000
C  0.8995  -2.4503  3.2845  0.000
O  0.7677  -2.9835  1.9544  0.001
H  -0.0259  -2.0227  3.6701  0.000
H  1.1970  -3.2664  3.9430  0.000
H  1.7073  -1.7254  3.3850  0.000
H  0.4685  -2.2545  1.4061  0.000
C  -1.5596  1.8093  2.0658  0.000
C  -2.8528  1.0543  1.7906  0.001
C  -4.1864  1.8919  1.6214  0.001
O  -4.4510  2.7591  2.7626  0.010
C  -4.3208  2.2069  4.0670  0.007
N  -2.6368  0.1958  0.6939  0.000
H  -1.4213  2.4076  1.1652  0.000
H  -0.6275  1.2470  2.0101  0.000
H  -1.4978  2.4124  2.9716  0.000
H  -3.0135  0.4925  2.7107  0.001
H  -4.9691  1.1608  1.4192  0.000
H  -4.0852  2.5327  0.7456  0.000
H  -3.2794  2.0871  4.3657  0.001
H  -4.8494  1.2569  4.1446  0.003
H  -4.8725  2.7816  4.8109  0.000
H  -3.4466  -0.4078  0.6882  0.000
H  -2.6981  0.7972  -0.1152  0.000
C  -6.7239  -2.9243  3.7231  0.003
C  -5.5603  -2.2046  4.3895  0.100
C  -4.5290  -1.7286  3.3148  0.079
O  -3.9195  -2.9282  2.7857  0.090
C  -3.4196  -2.8767  1.4787  0.013
N  -6.0016  -1.0748  5.2091  0.616
H  -7.2870  -2.2038  3.1299  0.001
H  -7.3013  -3.3915  4.5208  0.002
H  -6.4850  -3.7523  3.0556  0.000
H  -5.1564  -2.9507  5.0737  0.026
H  -3.6781  -1.1798  3.7186  0.003
H  -5.0332  -1.1416  2.5472  0.000
H  -2.4293  -2.4331  1.5819  0.006
H  -4.0838  -2.3422  0.7996  0.003
H  -3.2482  -3.8964  1.1340  0.000
H  -6.7693  -0.4813  4.9288  0.017
H  -5.3107  -0.4127  5.5321  0.016
C  2.9221  -1.7334  -3.1088  0.000
C  3.7206  -0.6956  -3.9554  0.000
C  5.1817  -0.7459  -3.6018  0.000
O  5.9543  0.3428  -4.1399  0.000
C  7.3807  0.4068  -3.9238  0.000
N  3.5819  -1.3031  -5.3011  0.000
H  3.4143  -2.6883  -3.2935  0.000
H  1.8650  -1.8050  -3.3650  0.000
H  3.0855  -1.6719  -2.0329  0.000
H  3.2922  0.3013  -3.8511  0.000
H  5.6399  -1.6860  -3.9091  0.000
H  5.2292  -0.7756  -2.5133  0.000
H  7.7634  -0.5922  -4.1324  0.000
H  7.5335  0.5405  -2.8528  0.000
H  7.8311  1.1991  -4.5216  0.000
H  4.1940  -2.1054  -5.3433  0.000
H  4.0771  -0.6327  -5.8715  0.000

Results
- Total energy: -1676.59177 hartree
- Net charge: +1
- Multiplicity: 2
- HOMO (spin up / spin down): -11.1 / -11.1 eV
- Frontier orbital gap (spin up / spin down): 8.01 / 2.37 eV